{
  "formula": "C13H14Cl2F4InLi",
  "method": "ωB97M-V/def2-TZVPD",
  "species": ["C", "C", "Cl", "C", "Cl", "In", "C", "C", "C", "C", "C", "C", "C", "C", "C", "F", "F", "C", "F", "F", "H", "H", "H", "H", "H", "H", "H", "H", "H", "H", "H", "H", "H", "H", "Li"],
  "xyz": [[3.06676, -1.71685, 1.07595], [2.79139, -2.11608, -0.34635], [3.69300, -3.52773, -0.87859], [1.95965, -1.45699, -1.13977], [1.74938, -1.99078, -2.79221], [0.76223, 0.31085, -0.50354], [-1.06881, 0.62528, -1.71831], [-2.23038, 0.44496, -0.80084], [-2.96925, 1.56130, -0.38702], [-4.03286, 1.44750, 0.50343], [-4.38314, 0.20183, 0.99983], [-3.66511, -0.92282, 0.59042], [-2.59454, -0.81864, -0.30018], [-1.83068, -2.05544, -0.69226], [2.11522, 2.14591, -0.47116], [3.00047, 2.16747, -1.51779], [1.40740, 3.32064, -0.51739], [2.97968, 2.26843, 0.77084], [4.17837, 1.67169, 0.65322], [2.33590, 1.59387, 1.81552], [3.61276, -2.51027, 1.57781], [3.71379, -0.83517, 1.07636], [2.14320, -1.50089, 1.60481], [0.30460, 0.00104, 1.19782], [-1.07665, 1.63368, -2.11808], [-1.08804, -0.08184, -2.54152], [-2.67348, 2.52773, -0.76860], [-4.56264, 2.33741, 0.80983], [-5.19274, 0.06433, 1.70051], [-3.94487, -1.88494, 0.99673], [-0.93937, -2.16097, -0.07377], [-1.52198, -2.00154, -1.72996], [-2.43827, -2.94014, -0.53002], [3.12779, 3.30601, 1.07881], [3.27123, 0.89113, 3.37548]],
  "forces_ev_per_angstrom": [[0.403, -0.123, -0.026], [-0.077, -0.125, -0.171], [0.064, 0.008, 0.085], [-0.065, 0.342, -0.112], [-0.047, 0.039, 0.080], [-0.577, -0.370, -0.006], [0.250, -0.015, 0.456], [-0.311, 0.089, 0.091], [-0.008, -0.448, 0.183], [0.274, 0.000, -0.115], [0.284, -0.382, -0.161], [0.086, 0.606, -0.120], [-0.299, -0.050, 0.187], [-0.172, 0.319, 0.195], [0.005, -0.999, -0.020], [0.123, 0.300, -0.284], [-0.127, 0.360, -0.004], [0.063, 0.813, -0.646], [0.275, -0.327, 0.153], [0.263, -0.018, 1.186], [-0.066, -0.099, 0.140], [0.058, 0.145, 0.063], [-0.173, 0.054, 0.060], [0.070, 0.044, -0.113], [0.066, 0.117, -0.152], [0.129, -0.092, -0.126], [-0.066, 0.170, -0.028], [-0.119, 0.057, 0.034], [-0.132, 0.169, 0.055], [0.042, -0.172, -0.075], [0.214, -0.004, -0.018], [0.092, -0.200, -0.159], [-0.062, -0.150, -0.081], [-0.050, -0.012, 0.206], [-0.408, -0.046, -0.754]],
  "lowdin_charge": [-0.1721, -0.8534, 0.5997, -0.7580, 0.5509, 0.7653, -0.2048, -0.3123, -0.0562, -0.1031, -0.1085, -0.0562, -0.2510, -0.0526, -0.4714, 0.0192, 0.0096, -0.3306, 0.0726, -0.1120, 0.0560, 0.0510, 0.0343, -0.0292, 0.0401, 0.0383, 0.1036, 0.0921, 0.0895, 0.1020, 0.0625, 0.0662, 0.0772, 0.1658, 0.8755],
  "total_charge": 0,
  "gap_ev": 4.7,
  "spin_multiplicity": 1,
  "lumo_ha": -0.0920
}